No. 1
Density functional theory data (wB97M-V/def2-TZVPD) for 2 unconnected molecules or ions with the total composition C31H41N2 in a non-equilibrium geometry.

E_tot = -35785.5650 eV
Frontier orbital gap = 5.056 eV
Max |F| = 1.03 eV Å⁻¹
Lowest unoccupied orbital energy = -5.03 eV
Net charge = +1
Relative energy (zero: lowest compared OMol25 entry of this formula, charge and spin) = 113.86 kJ/mol

CARTESIAN COORDINATES (ANGSTROEM)
H -1.563 6.216 -5.944
N -0.477 3.350 -5.217
C -0.392 4.760 -4.834
C 0.941 -1.715 1.216
H -1.110 5.010 -4.035
H 4.337 1.270 1.931
C -2.201 -1.944 3.265
H 0.654 -3.797 1.090
C -0.986 2.153 -3.149
C -2.109 -1.882 1.858
H -3.938 0.948 1.341
H -0.697 -2.620 4.693
H 6.123 0.525 3.932
C 2.693 -3.791 2.773
H -2.946 -1.005 5.040
H -3.268 0.127 -0.682
C -0.183 2.333 -4.304
C 0.988 1.524 -4.370
H 2.210 -4.350 1.970
H 1.614 1.530 -5.273
C -4.432 1.031 4.084
C -0.533 1.331 -2.115
C 4.798 -0.678 2.701
H -1.374 -5.034 0.586
H -1.465 2.505 -6.931
C 2.739 -0.105 1.508
C -1.580 -3.004 4.148
H 1.658 0.672 -0.237
C -2.763 -0.837 1.176
C -0.909 4.576 -7.242
H 0.168 6.229 -6.330
H -3.826 1.552 4.839
H -1.992 -4.706 2.217
H 0.189 -3.073 2.624
C 3.059 -2.383 2.432
H 0.938 1.059 1.337
H -4.904 1.779 3.434
C -1.303 -2.926 1.085
C 4.292 -1.963 2.907
C 0.169 -2.921 1.539
H 2.420 1.897 0.811
H 0.287 2.749 -7.137
C -0.622 3.177 -6.670
C -0.684 5.582 -6.098
H 3.602 -4.354 3.024
H 0.450 -0.982 0.571
H -2.314 -3.293 4.921
H -1.943 4.635 -7.599
H -1.287 -3.937 3.654
H -1.937 2.680 -3.074
H 0.614 5.020 -4.455
H -0.248 4.792 -8.085
H -1.673 -0.641 -0.701
H 4.919 -2.664 3.459
H -2.959 -4.282 0.801
H -1.301 -2.670 0.016
C -1.937 -4.320 1.194
H 2.050 -3.829 3.663
H 6.822 0.032 2.378
C -2.703 -0.747 -0.332
N 0.649 0.704 -2.095
C -3.586 0.072 3.289
C 3.976 0.245 2.038
H -1.176 1.204 -1.246
C 2.223 -1.444 1.702
H 2.364 0.303 -3.211
H -5.224 0.489 4.626
C 1.390 0.811 -3.219
H 6.637 -1.162 3.694
C 1.898 0.929 0.810
C 6.168 -0.299 3.202
H -3.125 -1.627 -0.841
C -2.906 -0.953 3.950
C -3.464 0.136 1.897

Charges obtained by Löwdin population analysis, quoted in units of e:
1. H 0.107
2. N -0.119
3. C -0.160
4. C 0.153
5. H 0.112
6. H 0.133
7. C -0.196
8. H 0.136
9. C 0.012
10. C -0.122
11. H 0.118
12. H 0.095
13. H 0.104
14. C -0.027
15. H 0.127
16. H 0.083
17. C -0.218
18. C 0.017
19. H 0.080
20. H 0.113
21. C -0.049
22. C -0.157
23. C -0.197
24. H 0.086
25. H 0.120
26. C -0.149
27. C -0.054
28. H 0.053
29. C -0.200
30. C -0.159
31. H 0.106
32. H 0.086
33. H 0.068
34. H 0.101
35. C -0.134
36. H 0.105
37. H 0.079
38. C -0.305
39. C 0.007
40. C -0.139
41. H 0.095
42. H 0.111
43. C -0.154
44. C -0.156
45. H 0.095
46. H 0.126
47. H 0.098
48. H 0.107
49. H 0.052
50. H 0.117
51. H 0.118
52. H 0.107
53. H 0.048
54. H 0.128
55. H 0.097
56. H 0.125
57. C -0.035
58. H 0.109
59. H 0.104
60. C -0.051
61. N 0.012
62. C -0.258
63. C 0.020
64. H 0.080
65. C -0.089
66. H 0.108
67. H 0.090
68. C -0.133
69. H 0.087
70. C -0.038
71. C -0.016
72. H 0.097
73. C -0.013
74. C 0.000



No. 2
Density functional theory data (wB97M-V/def2-TZVPD) for a molecular structure, C31H42BN10O2S4Ti.

E_tot = -118956.5103 eV
Frontier orbital gap = 7.033 eV
Max |F| = 0.34 eV Å⁻¹
Lowest unoccupied orbital energy = -3.76 eV
Net charge = +1
Relative energy (zero: lowest compared OMol25 entry of this formula, charge and spin) = 28.61 kJ/mol

CARTESIAN COORDINATES (ANGSTROEM)
H -1.565 0.807 4.143
H -5.659 1.459 1.689
H 1.639 -5.167 2.834
C -3.352 2.365 -0.624
S -0.293 -2.113 1.506
H -5.560 0.638 -2.508
H 4.406 0.785 -0.289
H 3.660 4.345 -3.347
N -4.319 -1.271 -4.006
C 1.317 2.184 -4.672
H 1.408 1.339 6.325
H 2.872 -6.242 0.904
C -3.277 1.986 -3.120
C 0.684 1.031 2.332
H 2.181 -6.178 -0.739
H 0.281 -6.220 2.423
S -3.963 -1.895 0.374
H 2.882 4.347 -4.922
H 3.737 -0.044 2.405
H -2.610 2.848 -3.117
N -2.905 -0.848 0.438
H -0.507 0.088 5.371
N 1.719 -3.779 0.530
H -6.650 0.406 -0.323
C 3.605 1.130 -0.917
H -1.105 3.224 3.361
O -0.553 -1.887 -1.362
H 2.897 1.174 4.689
C 1.036 2.264 5.884
H -0.829 3.867 4.978
C -3.982 2.255 0.612
H -3.549 2.738 1.480
H 0.037 3.680 -2.684
C 1.519 1.343 -1.660
C 2.967 -3.636 -0.049
N 2.136 -1.644 0.352
H -0.002 -5.016 -1.151
H 1.873 2.930 5.672
H -4.039 2.141 -3.883
C 0.182 2.007 4.644
H 3.909 2.991 -4.480
N -0.912 -4.214 -3.822
C 3.625 1.995 -1.946
C 2.368 0.997 3.774
H 1.435 4.671 -2.236
H -1.551 1.454 5.785
H 1.094 2.835 -5.517
H 1.429 -7.164 0.503
N 2.298 0.716 -0.745
H 4.061 -1.810 -0.604
C 0.972 4.101 -3.043
C 2.788 0.404 2.641
H 0.393 1.700 -4.365
C -5.714 0.946 -0.398
H 0.408 2.749 6.628
H 0.449 3.971 3.764
H 0.746 4.787 -3.859
C 1.227 -2.553 0.775
C 1.948 -6.224 0.325
H 0.605 -0.271 -0.015
N 1.741 0.435 1.743
H 0.017 -4.488 2.600
H -0.958 -4.361 0.189
C -2.110 -2.096 -2.959
O -3.607 -3.174 -0.212
C 0.721 -5.238 2.248
H -2.444 2.953 -0.711
C -3.337 -1.637 -3.540
C -0.931 1.023 5.000
N -1.625 -1.454 -1.960
C 3.184 3.709 -4.094
C -5.162 1.541 0.730
C -0.247 -5.134 -0.094
C 1.020 -5.094 0.758
C -0.360 3.345 4.144
C -3.907 1.788 -1.766
C 1.929 3.026 -3.555
H 4.451 2.521 -2.380
B 1.719 -0.169 0.344
H 2.021 1.421 -5.007
C -1.459 -3.276 -3.452
H -2.692 1.115 -3.429
C -5.097 1.076 -1.633
Ti -1.144 -0.455 -0.153
N 1.054 1.392 3.581
S -0.866 1.277 1.606
N 2.325 2.128 -2.413
S -0.194 1.199 -1.851
H -0.728 -6.103 0.039
C 3.217 -2.315 -0.172
H 3.569 -4.475 -0.339

Charges obtained by Löwdin population analysis, quoted in units of e:
1. H 0.048
2. H 0.108
3. H 0.096
4. C -0.101
5. S 0.800
6. H 0.101
7. H 0.128
8. H 0.092
9. N 0.226
10. C -0.032
11. H 0.091
12. H 0.093
13. C -0.066
14. C -0.590
15. H 0.093
16. H 0.097
17. S 0.848
18. H 0.099
19. H 0.131
20. H 0.068
21. N -0.482
22. H 0.096
23. N 0.035
24. H 0.109
25. C -0.023
26. H 0.039
27. O -0.236
28. H 0.120
29. C -0.049
30. H 0.095
31. C -0.121
32. H 0.092
33. H 0.036
34. C -0.543
35. C -0.008
36. N 0.074
37. H 0.082
38. H 0.094
39. H 0.089
40. C -0.537
41. H 0.093
42. N 0.215
43. C -0.016
44. C -0.014
45. H 0.097
46. H 0.098
47. H 0.097
48. H 0.099
49. N 0.080
50. H 0.124
51. C -0.031
52. C -0.013
53. H 0.040
54. C -0.106
55. H 0.097
56. H 0.098
57. H 0.098
58. C -0.564
59. C -0.046
60. H -0.033
61. N 0.065
62. H 0.042
63. H 0.040
64. C -0.245
65. O -0.473
66. C -0.032
67. H 0.092
68. C -0.135
69. C -0.027
70. N -0.113
71. C -0.050
72. C -0.100
73. C -0.026
74. C -0.531
75. C -0.037
76. C -0.282
77. C -0.539
78. H 0.119
79. B -0.667
80. H 0.097
81. C -0.124
82. H 0.040
83. C -0.064
84. Ti 0.448
85. N 0.024
86. S 0.744
87. N 0.021
88. S 0.789
89. H 0.101
90. C -0.007
91. H 0.121



No. 3
Density functional theory data (wB97M-V/def2-TZVPD) for a molecular structure, C31H42BaN3OP in a non-equilibrium geometry.

E_tot = -49320.3998 eV
Frontier orbital gap (spin up / spin down) = 5.415 / 0.358 eV
Max |F| = 6.91 eV Å⁻¹
Lowest unoccupied orbital energy (spin up / spin down) = 4.11 / 2.38 eV
Net charge = -2

CARTESIAN COORDINATES (ANGSTROEM)
H 3.576 1.122 -1.039
H 1.819 -1.429 -5.884
H -4.088 -1.197 4.958
C -0.755 -4.119 0.916
H -4.263 1.844 3.396
C -2.420 0.234 -2.967
H 2.305 -0.501 -4.456
C -0.983 3.348 1.075
C -4.939 1.120 2.920
C 0.348 1.506 -6.045
C -0.583 -0.114 -4.724
H -1.486 4.319 -5.980
N -0.386 -2.750 -2.612
H 2.756 0.295 3.097
C 0.259 1.630 3.337
C 2.532 -0.167 2.120
H -2.690 -5.009 1.697
C -1.584 0.661 -4.129
H -6.102 -1.672 3.244
C 1.655 0.965 -0.061
H 0.375 0.699 3.912
H -0.996 -4.366 -0.120
H 2.276 0.482 -2.056
H 2.531 0.158 -6.070
C 2.261 -3.642 1.504
Ba -0.848 -1.175 -0.014
H 0.033 3.906 -6.883
P -4.087 -0.448 2.640
C 0.528 0.276 -5.420
H -2.165 0.748 -2.022
H 2.122 -1.172 2.321
H -4.922 -2.700 2.392
C -1.584 -4.004 3.215
H -5.825 0.999 3.563
C -0.963 3.545 -6.567
C 0.183 -2.551 -4.667
H 1.098 1.850 -6.760
H -0.496 3.150 -1.692
H -0.763 1.996 3.506
C -0.566 -1.503 -2.859
C 1.591 0.673 1.336
C -5.379 -1.701 2.414
C -0.018 2.246 0.862
H -2.534 2.601 -4.481
N 0.276 -2.703 2.404
C -1.788 -4.405 1.902
N -0.510 -1.411 -4.236
C 0.479 2.642 -1.642
H 1.237 -4.201 -3.354
H -2.794 -1.958 3.992
H -1.891 2.991 1.585
C 0.548 -3.586 1.388
O -3.054 -0.363 1.520
C 0.541 1.452 1.894
C -1.713 1.916 -4.738
H 1.254 3.414 -1.814
H 0.525 1.941 -2.490
H -2.612 -0.270 4.539
C 2.672 0.482 -1.026
H -3.502 0.409 -3.110
C -0.554 -3.049 3.426
H 2.077 -2.742 0.642
H -5.266 1.529 1.955
C -0.778 2.282 -5.744
H 0.937 2.383 3.787
C -3.331 -1.017 4.181
H 3.486 -0.291 1.587
H -1.551 3.315 -7.478
C 0.656 1.939 -0.349
H -5.919 -1.525 1.475
H -0.428 -2.631 4.448
C 0.446 -3.345 -3.525
H 0.288 -2.824 -5.720
H 2.999 -0.543 -0.798
H -0.547 4.148 1.699
H -1.292 3.815 0.130
H -2.175 -4.380 4.070
C 1.829 -0.426 -5.446
H -2.330 -0.845 -2.756

Charges obtained by Löwdin population analysis, quoted in units of e:
1. H 0.073
2. H 0.056
3. H 0.023
4. C -0.178
5. H 0.034
6. C -0.099
7. H 0.095
8. C -0.080
9. C -0.300
10. C -0.027
11. C -0.168
12. H 0.070
13. N -0.110
14. H 0.068
15. C -0.083
16. C -0.084
17. H 0.092
18. C -0.185
19. H -0.011
20. C -0.337
21. H 0.067
22. H 0.059
23. H 0.054
24. H 0.078
25. C -0.023
26. Ba 1.510
27. H 0.068
28. P 0.554
29. C -0.215
30. H 0.068
31. H 0.021
32. H 0.029
33. C -0.173
34. H -0.004
35. C -0.083
36. C -0.141
37. H 0.108
38. H 0.060
39. H 0.057
40. C -0.405
41. C -0.314
42. C -0.313
43. C -0.291
44. H 0.119
45. N -0.075
46. C -0.125
47. N -0.060
48. C -0.075
49. H 0.121
50. H 0.011
51. H 0.061
52. C -0.485
53. O -0.565
54. C -0.301
55. C 0.000
56. H 0.076
57. H 0.060
58. H 0.046
59. C -0.083
60. H 0.081
61. C -0.170
62. H -0.038
63. H 0.028
64. C -0.279
65. H 0.074
66. C -0.211
67. H 0.071
68. H 0.074
69. C -0.304
70. H 0.011
71. H 0.108
72. C -0.152
73. H 0.094
74. H 0.065
75. H 0.074
76. H 0.056
77. H 0.085
78. C -0.047
79. H 0.031